1 | {
  "formula": "C20H32N2O4",
  "method": "the ωB97M-V functional and the def2-TZVPD basis",
  "symbols": ["O", "O", "O", "O", "N", "N", "C", "C", "C", "C", "C", "C", "C", "C", "C", "C", "C", "C", "C", "C", "C", "C", "C", "C", "C", "C", "H", "H", "H", "H", "H", "H", "H", "H", "H", "H", "H", "H", "H", "H", "H", "H", "H", "H", "H", "H", "H", "H", "H", "H", "H", "H", "H", "H", "H", "H", "H", "H"],
  "coordinates": [[-2.945, 1.045, -4.774], [-3.560, -0.394, 0.905], [-1.531, 1.033, -3.026], [0.255, -2.197, 3.607], [-3.145, -1.043, -1.205], [0.425, -1.018, 1.667], [2.324, 1.479, 3.491], [-2.615, -1.026, -3.603], [-0.217, -1.796, 2.567], [-2.414, 2.351, -4.744], [-2.843, -0.973, 0.111], [4.690, 0.482, 3.157], [-1.553, -1.654, 0.561], [-4.326, -0.357, -1.686], [3.830, 1.720, 3.423], [-2.755, 0.492, -3.490], [1.673, 1.036, 2.180], [1.751, -0.479, 1.912], [-0.380, -0.653, 0.527], [-1.611, -2.066, 2.032], [-2.295, -1.617, -2.231], [4.892, 0.128, 1.675], [2.689, -0.872, 0.764], [-1.381, 2.315, -3.597], [-3.925, 0.847, -2.539], [4.138, -1.110, 1.186], [-1.252, -1.389, -2.006], [4.666, -1.508, 0.316], [4.268, -0.371, 3.691], [-1.968, 2.553, -5.719], [-3.538, -1.424, -4.019], [-0.352, 2.407, -3.952], [-1.333, -2.523, -0.060], [2.319, -1.808, 0.336], [2.072, -0.994, 2.823], [-2.319, -1.427, 2.569], [2.105, 0.742, 4.266], [2.107, 1.593, 1.348], [4.130, 2.140, 4.387], [-1.902, -3.103, 2.185], [1.859, 2.419, 3.800], [0.205, -0.716, -0.394], [0.617, 1.308, 2.235], [4.042, 2.478, 2.665], [-1.803, -1.252, -4.294], [5.673, 0.671, 3.594], [4.625, 0.982, 1.049], [-1.578, 3.096, -2.854], [-4.775, 1.182, -3.135], [-2.425, -2.707, -2.265], [-4.892, -0.031, -0.811], [-3.204, 3.085, -4.544], [5.956, -0.059, 1.514], [4.164, -1.880, 1.960], [2.661, -0.113, -0.022], [-4.938, -1.056, -2.262], [-0.755, 0.375, 0.622], [-3.607, 1.664, -1.888]],
  "total_charge": 0,
  "homo_lumo_gap_ev": 9.50
}

=====

2 | {
  "formula": "C20H32N2O4",
  "method": "the ωB97M-V functional and the def2-TZVPD basis",
  "symbols": ["O", "O", "O", "O", "N", "N", "C", "C", "C", "C", "C", "C", "C", "C", "C", "C", "C", "C", "C", "C", "C", "C", "C", "C", "C", "C", "H", "H", "H", "H", "H", "H", "H", "H", "H", "H", "H", "H", "H", "H", "H", "H", "H", "H", "H", "H", "H", "H", "H", "H", "H", "H", "H", "H", "H", "H", "H", "H"],
  "coordinates": [[0.678, 3.787, -0.414], [-5.753, -2.538, -0.756], [-2.765, -1.227, 0.626], [1.444, 1.554, 0.455], [3.946, -1.654, 0.561], [-4.369, 0.400, 1.049], [-2.682, 2.442, -0.132], [-1.604, 3.129, -0.442], [1.958, -0.594, -0.332], [4.147, -0.651, 1.514], [-5.516, -0.667, 1.613], [-5.839, -1.040, -0.962], [5.052, -1.861, -0.465], [0.131, 1.752, 0.135], [-0.890, 0.786, 0.676], [-4.698, -3.115, -1.213], [-3.178, 0.016, 0.644], [-0.254, 3.136, -0.144], [5.572, -0.548, -1.184], [2.123, 0.446, 0.660], [0.285, 5.281, -0.953], [3.405, 0.625, 1.317], [6.340, -2.602, 0.045], [-2.240, 1.298, 0.441], [2.660, -1.940, -0.133], [-6.450, -0.527, 0.333], [-3.750, 2.647, -0.143], [-1.930, 4.366, -0.789], [-4.831, -4.238, -1.132], [4.060, 1.118, 0.323], [3.492, 1.388, 1.783], [6.035, -3.449, 0.590], [4.699, 0.075, -1.790], [6.858, -1.797, 0.610], [-4.807, -1.480, 1.384], [5.933, 0.159, -0.660], [2.681, -2.598, -0.857], [-0.134, 5.644, -0.098], [0.821, -0.794, -0.499], [-4.526, 1.412, 1.188], [4.768, -2.486, -1.089], [-6.576, -0.983, -1.645], [7.136, -2.523, -0.659], [5.211, -0.779, 1.699], [-4.952, -0.794, -1.094], [3.705, -1.033, 2.313], [-4.667, -2.892, -2.177], [6.321, -0.673, -1.993], [-0.012, 5.048, -1.799], [-6.860, 0.451, 0.221], [1.366, -0.126, 1.605], [-3.923, -2.686, -0.797], [2.564, -0.256, -1.144], [-5.838, -0.254, 2.369], [-7.350, -1.233, 0.546], [-0.520, -0.335, 0.936], [1.492, 5.677, -1.025], [2.032, -2.260, 0.883]],
  "total_charge": 0,
  "homo_lumo_gap_ev": 8.32
}

=====

The least stable of the structures above is 2, whereas 1 is the most stable.